{"formula": "C7H15NO4", "method": "the ωB97M-V functional and the def2-TZVPD basis", "elements": ["C", "C", "C", "C", "C", "C", "C", "H", "H", "H", "H", "H", "H", "H", "H", "H", "H", "H", "H", "H", "H", "H", "N", "O", "O", "O", "O"], "coordinates": [[0.617406, -1.359159, -1.705787], [1.421632, -0.542133, -0.685510], [-0.332613, 1.243846, -0.017687], [-1.570597, 1.181457, -0.975757], [-0.640815, 0.381740, 1.194506], [0.716006, -0.150552, 1.721838], [1.300907, -1.158952, 0.763932], [0.720478, -0.861052, -2.702408], [-0.462091, -1.421013, -1.585948], [1.053933, -2.363598, -1.714328], [2.510668, -0.524996, -0.975308], [1.191991, 1.288163, -1.518465], [-0.282884, 2.294045, 0.335756], [-1.393332, 1.835005, -1.862468], [-1.730174, 0.161451, -1.310720], [-2.699008, 2.377008, 0.034066], [-1.119997, 0.984343, 1.960420], [-2.406450, -0.229344, 0.905857], [0.550608, -0.664605, 2.654834], [1.794476, 1.124423, 0.985233], [2.296225, -1.522413, 1.128983], [-0.349486, -2.153166, 0.750030], [0.953868, 0.823508, -0.644427], [-2.838933, 1.474335, -0.313113], [-1.545320, -0.661760, 0.901566], [1.646259, 0.857527, 1.911581], [0.597241, -2.414106, 0.763328]], "atomic_forces_ev_per_a": [[1.0159, 0.0357, -1.0940], [-0.7407, -0.9011, 0.4037], [-0.8438, -0.0415, -1.2421], [0.0254, -0.1567, -0.3487], [0.8666, 0.2885, 0.5960], [-0.8987, -1.1524, 0.2417], [1.0255, -1.9292, -0.6143], [0.2711, -0.5143, 0.5494], [0.1239, -0.0647, 0.7075], [-0.3598, 0.0782, -0.3928], [-1.1284, 0.0282, 0.1423], [-0.4475, 0.1280, 0.3940], [0.5073, -0.4105, -0.2698], [-0.2910, -0.2923, 0.5826], [0.3069, 0.0824, -0.2300], [-0.5745, -0.4886, -0.0608], [0.2682, 0.3332, 0.2175], [-0.2296, -0.2557, -0.2245], [-0.0949, -0.1183, 0.4819], [0.4083, 0.5985, 0.0977], [-0.5682, 1.0270, -0.2573], [0.5122, -0.5774, -0.0435], [-0.0002, 1.9070, -0.0383], [1.5583, 1.1059, 0.0099], [0.1489, -0.5421, 0.2091], [0.1405, 0.7846, 0.1104], [-1.0014, 1.0476, 0.0723]], "nbo_charge": [-0.63, -0.07, -0.10, -0.09, 0.06, 0.06, 0.06, 0.20, 0.21, 0.23, 0.21, 0.38, 0.20, 0.17, 0.20, 0.46, 0.18, 0.50, 0.20, 0.49, 0.20, 0.49, -0.68, -0.73, -0.75, -0.72, -0.73], "energy_ha": -631.39991, "multiplicity": 1, "orbital_gap_ev": 9.5, "smiles": "C[C@H]1N[C@@H](CO)[C@@H](O)[C@H](O)[C@H]1O", "de_lowest_kcal_mol": 11.8}

***

{"formula": "C7H15O2P", "method": "the ωB97M-V functional and the def2-TZVPD basis", "elements": ["C", "C", "C", "C", "C", "C", "C", "O", "O", "P", "H", "H", "H", "H", "H", "H", "H", "H", "H", "H", "H", "H", "H", "H", "H"], "coordinates": [[-1.888089, -2.250995, -0.035869], [-2.800686, 1.205029, -0.774165], [-2.877986, 0.725128, 0.646357], [-2.104414, 0.233074, -1.714259], [3.946405, -0.690750, 1.786662], [3.261811, 0.157174, -0.513908], [3.161786, -0.729214, 0.690501], [-1.518025, 0.294519, 1.181149], [-0.818907, -0.115042, -1.203079], [-0.872251, -0.842580, 0.276209], [-1.462724, -2.665112, -0.969354], [-1.840290, -2.936445, 0.826192], [-3.895225, 1.296002, -1.026555], [-2.288746, 2.247303, -0.914880], [-3.439434, 1.150373, 1.490377], [-3.466579, -0.334711, 0.539962], [-2.727229, -0.608246, -1.871587], [-1.913491, 0.703503, -2.657288], [0.364153, -0.497645, 0.644208], [4.745053, 0.027362, 2.012237], [3.934014, -1.488171, 2.520056], [3.385680, -0.397927, -1.564222], [4.132508, 0.798789, -0.448574], [2.384576, 0.789254, -0.597097], [2.443325, -1.382121, 0.565177]], "atomic_forces_ev_per_a": [[0.0653, -1.6903, -0.8449], [-0.5698, 2.8651, -0.1631], [0.4975, -4.6309, 0.9191], [0.4637, 0.9436, 0.6954], [-0.0883, -0.2951, -0.7251], [0.7603, -0.3596, -1.7470], [4.2819, 3.2986, 0.7067], [-3.1276, 1.3899, -0.3904], [-0.0766, -0.8974, 0.3602], [0.4295, 0.6919, 1.4729], [-1.0730, -0.2171, 0.0859], [-0.5859, 0.3581, -0.7252], [1.0519, 0.1766, -0.3317], [-1.0019, -1.7459, 0.5670], [0.5863, 0.8497, -0.7709], [1.0176, 1.9434, 0.2148], [-0.5777, -1.3060, -0.1427], [-0.0414, 0.2595, -0.5642], [2.9141, 1.0341, -0.3761], [-0.4004, -0.0336, -0.6743], [-0.5738, 0.0453, 0.1084], [-0.4340, 0.7727, 2.4194], [0.1644, 0.2541, 0.0461], [-0.2567, 0.0757, -0.1466], [-3.4254, -3.7824, 0.0062]], "mulliken_spin": [1.21, -0.04, 0.06, 0.08, 0.01, 0.02, -0.03, 0.04, 0.05, 0.45, 0.04, -0.17, -0.01, 0.01, 0.01, 0.00, -0.03, 0.01, 0.26, 0.00, 0.00, 0.00, 0.00, -0.01, 0.03], "energy_ha": -767.28082, "multiplicity": 3, "orbital_gap_ev": [4.9, 7.5], "s2": 2.005}

***

{"formula": "C7H15O3", "method": "the ωB97M-V functional and the def2-TZVPD basis", "elements": ["C", "C", "O", "H", "H", "H", "C", "C", "O", "C", "H", "H", "H", "H", "H", "H", "H", "C", "O", "C", "H", "H", "H", "H", "H"], "coordinates": [[-2.301692, 3.222632, 1.606115], [-1.411809, 2.883595, 0.661597], [-0.303569, 2.177893, 0.931650], [-2.165540, 2.926920, 2.648647], [-3.144083, 3.859437, 1.341645], [-1.561453, 3.150793, -0.390103], [-0.176645, 0.853009, 0.299303], [1.117997, 0.219920, 0.746085], [1.076742, -0.085311, 2.115212], [2.245236, -0.716248, 2.572313], [-0.109172, 1.038060, -0.784739], [-1.027749, 0.250773, 0.653115], [1.963366, 0.898641, 0.522535], [1.273005, -0.702948, 0.155643], [2.128760, -0.911051, 3.645404], [2.406662, -1.675647, 2.047427], [3.131182, -0.076274, 2.416128], [0.214812, -2.682450, -3.274745], [-0.315072, -1.422339, -2.915510], [-1.198699, -1.425117, -1.892619], [0.887424, -2.524691, -4.125370], [0.779632, -3.119465, -2.435339], [-0.589654, -3.376018, -3.568523], [-1.745138, -0.489601, -1.774375], [-1.174542, -2.274514, -1.201495]], "atomic_forces_ev_per_a": [[0.5281, 0.0584, -0.4570], [-1.3759, 0.0657, 0.2127], [1.1173, -1.2458, 0.2537], [-0.0040, 0.0798, -0.3742], [0.1960, -0.1970, 0.0835], [0.0228, 0.0192, 0.1416], [0.0116, 1.4579, 0.6102], [0.3306, 0.0800, -0.1903], [-0.2882, 0.0604, 0.1184], [0.2448, -0.1320, -0.0144], [-0.4128, -0.4719, 0.2230], [0.1539, 0.1074, -0.5494], [-0.2221, -0.1181, 0.0775], [-0.0866, 0.1805, 0.0395], [-0.0051, 0.0782, -0.3147], [0.0087, 0.2122, 0.1392], [-0.1763, -0.1568, 0.0462], [0.1237, -0.3619, -0.0158], [-0.1269, 0.2433, -0.1031], [0.0182, -0.1955, -0.0399], [-0.1785, -0.0180, 0.2658], [-0.1255, 0.0846, -0.1995], [0.2132, 0.2132, 0.0891], [0.2183, -0.5294, 0.1313], [-0.1855, 0.4857, -0.1735]], "mulliken_spin": [0.00, 0.00, 0.00, 0.00, 0.00, 0.00, 0.01, 0.05, 0.00, 0.00, -0.01, -0.03, 0.00, -0.01, 0.00, 0.00, 0.00, 0.03, 0.11, 0.87, 0.00, 0.00, -0.02, -0.02, 0.01], "energy_ha": -501.27214, "multiplicity": 2, "orbital_gap_ev": [8.2, 9.7], "s2": 0.753, "de_lowest_kcal_mol": 19.4}

***

{"formula": "C7H15O3PS2", "method": "the ωB97M-V functional and the def2-TZVPD basis", "elements": ["C", "C", "C", "C", "C", "C", "C", "O", "O", "O", "P", "S", "S", "H", "H", "H", "H", "H", "H", "H", "H", "H", "H", "H", "H", "H", "H", "H"], "coordinates": [[1.604069, -1.045326, 1.113029], [2.240324, 1.322098, -0.893008], [3.027089, 1.358119, 0.362916], [2.438446, 0.054036, -1.590416], [-3.060716, 0.512349, 2.160412], [-1.178180, 1.301045, -1.282613], [-1.406653, -3.225253, 0.182142], [-2.715827, 0.290932, 0.764753], [-1.054051, -0.020626, -0.903036], [-2.041798, -1.970930, 0.472443], [-1.327942, -0.500806, 0.630145], [2.235860, 0.332990, 1.722596], [1.525703, -1.384558, -0.505763], [1.195646, 1.703937, -0.871213], [2.568336, 2.211833, -1.614938], [3.987142, 0.959485, 0.248304], [3.228062, 2.276026, 0.897979], [1.879083, -0.044309, -2.555739], [3.488342, -0.150104, -1.690732], [-3.478115, -0.470503, 2.421790], [-3.792804, 1.308102, 2.119063], [-2.257919, 0.671184, 2.748372], [-0.636322, 1.398284, -2.207114], [-0.495659, 2.083013, -0.680712], [-2.250461, 1.589126, -1.289323], [-0.591721, -3.405314, 0.845576], [-1.045755, -3.156058, -0.859282], [-2.084172, -3.998764, 0.254359]], "atomic_forces_ev_per_a": [[-0.1472, -0.2024, -0.9464], [-0.3882, 4.3708, -2.2566], [-1.1741, -0.2203, 2.0077], [-2.2615, -2.2394, -0.1465], [-3.1936, -1.9813, -3.0288], [0.9405, 2.3698, 0.9053], [1.3567, 2.5191, -1.3180], [-0.0854, 1.0613, 0.8296], [0.2455, -1.1978, -0.2054], [-0.0154, -0.1285, -0.2560], [-0.0291, -0.4839, 0.2449], [0.6442, 0.5498, 0.1609], [1.7668, 0.5279, -0.5992], [0.6058, -1.0920, 0.8692], [0.2028, -1.6497, 1.2024], [1.4737, -0.8842, -0.5148], [-0.5479, 0.7013, -0.3181], [0.6580, 0.1744, 0.7741], [0.3227, -0.5408, -0.1600], [-0.4575, 0.5938, 0.6719], [-0.0814, 0.0410, 0.5391], [2.7836, 1.0044, 1.8750], [-0.5511, -0.0702, -1.0197], [-2.0134, -1.5971, -0.2710], [0.8976, 0.2353, -0.2201], [0.7567, -0.1005, 0.5108], [0.0403, -0.3400, 0.4132], [-1.7491, -1.4210, 0.2567]], "nbo_charge": [-0.60, -0.47, -0.54, -0.48, -0.26, -0.25, -0.24, -0.83, -0.85, -0.84, 1.64, 0.40, 0.34, 0.24, 0.21, 0.21, 0.23, 0.23, 0.21, 0.19, 0.20, 0.18, 0.18, 0.15, 0.20, 0.18, 0.18, 0.19], "energy_ha": -1639.05811, "multiplicity": 1, "orbital_gap_ev": 8.4, "de_lowest_kcal_mol": 56.6}